--- i ---
# C5H10S

C5H10S in the gas phase (the ωB97M-V functional and the def2-TZVPD basis, OMol25).

E_HOMO, Ha: -0.31092
SMILES: C=C[C@@H](C)SC
Kohn-Sham gap, eV: 9.484

```
! wB97M-V def2-TZVPD RIJCOSX def2/J DEFGRID3
* xyz 0 1
C 2.67 -0.61 0.46
C 1.67 -0.35 -0.36
C 0.41 0.37 0.20
C 0.24 1.93 -0.25
S -0.98 -0.74 -0.36
C -2.48 -0.14 0.49
H 3.50 -1.23 0.06
H 2.91 -0.30 1.42
H 1.56 -0.87 -1.32
H 0.39 0.40 1.27
H 1.16 2.41 -0.03
H -0.36 2.37 0.46
H -0.09 1.91 -1.33
H -2.97 -0.95 0.99
H -3.16 0.25 -0.27
H -2.29 0.67 1.27
*
```

--- ii ---
# C5H10S

C5H10S in the gas phase (the ωB97M-V functional and the def2-TZVPD basis, OMol25).

E_HOMO, Ha: -0.31185
SMILES: CSCC1CC1
Kohn-Sham gap, eV: 9.568

```
! wB97M-V def2-TZVPD RIJCOSX def2/J DEFGRID3
* xyz 0 1
C 2.52 1.18 -0.28
S 0.72 1.27 -0.14
C 0.34 -0.50 -0.27
C -1.15 -0.70 -0.32
C -1.76 -1.97 0.22
C -1.96 -0.67 0.93
H 2.98 0.57 0.54
H 2.81 0.80 -1.24
H 2.91 2.20 -0.20
H 0.80 -0.88 -1.18
H 0.76 -1.02 0.60
H -1.64 -0.26 -1.21
H -1.05 -2.70 0.65
H -2.60 -2.41 -0.30
H -1.42 -0.52 1.88
H -2.95 -0.19 0.91
*
```

--- iii ---
# C5H10S

C5H10S in the gas phase (the ωB97M-V functional and the def2-TZVPD basis, OMol25).

E_HOMO, Ha: -0.32275
SMILES: C=CC(C)(C)S
Kohn-Sham gap, eV: 9.660

```
! wB97M-V def2-TZVPD RIJCOSX def2/J DEFGRID3
* xyz 0 1
C 0.33 0.40 2.36
C -0.46 0.17 1.31
C 0.27 -0.21 -0.08
C -0.92 -0.49 -1.07
C 1.23 0.84 -0.48
S 1.16 -1.70 0.10
H -0.25 0.72 3.24
H 1.38 0.30 2.39
H -1.43 0.47 1.25
H -0.66 -0.38 -2.09
H -1.28 -1.49 -0.98
H -1.79 0.04 -0.76
H 1.34 0.64 -1.50
H 2.18 0.84 0.08
H 0.79 1.84 -0.26
H 1.57 -1.55 -1.14
*
```

--- iv ---
# C5H10S

A molecular structure, C5H10S (the ωB97M-V functional and the def2-TZVPD basis, OMol25).

E_HOMO, Ha: -0.32971
Kohn-Sham gap, eV: 9.803

```
! wB97M-V def2-TZVPD RIJCOSX def2/J DEFGRID3
* xyz 0 1
C -0.32 1.77 0.27
C -0.40 0.38 -0.35
C 0.79 -0.64 -0.25
C 1.92 -0.70 0.78
C 2.20 0.12 -0.58
H -0.95 1.72 1.55
H -1.16 2.47 -0.53
H 0.62 2.26 0.23
H -0.31 0.67 -1.55
H -1.33 -0.67 1.21
H 0.62 -1.50 -0.78
H 1.87 0.11 1.45
H 2.24 -1.67 0.77
H 2.84 -0.52 -0.98
H 2.41 1.15 -0.19
S -2.00 -0.60 -0.02
*
```

Most stable to least stable: ii, i, iii, iv

--- i ---
# C48H132N12O12

12 unconnected molecules or ions with the total composition C48H132N12O12 (the ωB97M-V functional and the def2-TZVPD basis, OMol25).

E_HOMO, Ha: -0.31858
SMILES: COC[C@H](C)N.COC[C@H](C)N.COC[C@H](C)N.COC[C@H](C)N.COC[C@H](C)N.COC[C@H](C)N.COC[C@H](C)N.COC[C@H](C)N.COC[C@H](C)N.COC[C@H](C)N.COC[C@H](C)N.COC[C@H](C)N
Kohn-Sham gap, eV: 9.006

```
! wB97M-V def2-TZVPD RIJCOSX def2/J DEFGRID3
* xyz 0 1
C 13.13 15.52 11.15
O 13.87 14.64 11.97
C 15.28 14.78 11.94
C 15.83 13.70 12.97
C 17.36 13.70 12.82
N 15.29 12.38 12.77
H 12.96 16.45 11.71
H 12.15 15.08 11.01
H 13.57 15.66 10.20
H 15.62 14.47 10.87
H 15.61 15.71 12.23
H 15.62 14.02 13.98
H 17.65 13.46 11.76
H 17.81 13.04 13.52
H 17.62 14.80 12.89
H 14.27 12.40 12.82
H 15.35 12.02 11.87
C 7.93 17.09 17.62
O 8.93 16.19 17.33
C 9.55 16.43 16.15
C 10.53 15.30 15.91
C 11.40 15.61 14.69
N 9.99 13.98 15.86
H 7.11 17.04 16.90
H 8.31 18.06 17.62
H 7.43 16.84 18.61
H 8.75 16.58 15.38
H 10.17 17.36 16.21
H 11.19 15.39 16.80
H 10.87 15.84 13.79
H 12.07 14.71 14.50
H 12.05 16.45 14.89
H 9.49 13.84 14.95
H 9.37 13.70 16.60
C 18.09 11.29 20.52
O 17.59 12.33 21.44
C 17.21 13.50 20.65
C 17.40 14.75 21.54
C 16.93 15.96 20.85
N 18.73 14.79 22.08
H 19.01 11.64 20.13
H 17.45 11.00 19.66
H 18.20 10.42 21.12
H 17.90 13.50 19.79
H 16.16 13.40 20.38
H 16.66 14.66 22.34
H 15.83 15.85 20.63
H 17.44 16.12 19.89
H 17.03 16.84 21.43
H 18.85 13.89 22.54
H 18.79 15.55 22.76
C 16.09 19.17 26.82
O 17.37 18.74 26.44
C 17.47 18.21 25.10
C 18.91 18.39 24.60
C 19.34 19.84 24.50
N 18.87 17.78 23.28
H 15.51 18.22 27.21
H 15.51 19.61 26.02
H 16.06 19.82 27.70
H 17.19 17.14 25.08
H 16.80 18.77 24.38
H 19.60 17.85 25.26
H 20.37 19.95 24.24
H 19.15 20.34 25.44
H 18.67 20.30 23.73
H 18.28 18.35 22.69
H 19.71 17.62 22.79
C 20.62 18.36 18.99
O 20.65 19.63 18.32
C 19.45 19.89 17.64
C 19.60 20.93 16.57
C 18.31 21.28 15.99
N 20.48 20.43 15.62
H 20.86 17.56 18.29
H 19.69 18.19 19.51
H 21.36 18.46 19.84
H 19.21 19.00 17.06
H 18.47 20.02 18.18
H 20.00 21.82 17.02
H 17.65 20.41 15.74
H 18.49 21.92 15.11
H 17.65 21.82 16.68
H 20.03 19.58 15.20
H 21.35 20.02 16.06
C 10.20 21.32 18.76
O 11.20 22.22 18.34
C 12.04 21.58 17.38
C 13.06 22.57 16.89
C 14.10 23.02 17.93
N 12.39 23.71 16.35
H 9.32 21.27 18.09
H 9.75 21.63 19.66
H 10.61 20.31 18.78
H 12.53 20.79 17.85
H 11.48 21.14 16.49
H 13.66 22.04 16.10
H 14.79 23.71 17.40
H 14.62 22.09 18.24
H 13.58 23.60 18.74
H 11.71 23.47 15.64
H 13.05 24.41 16.04
C 14.60 12.42 23.11
O 13.48 12.74 22.27
C 13.43 12.08 21.05
C 12.34 12.66 20.15
C 11.01 12.13 20.60
N 12.59 12.39 18.76
H 14.71 13.18 23.78
H 15.42 12.28 22.47
H 14.52 11.38 23.62
H 14.39 12.26 20.56
H 13.29 10.99 21.15
H 12.32 13.73 20.33
H 10.98 12.16 21.72
H 10.85 11.08 20.29
H 10.18 12.74 20.22
H 12.27 11.47 18.53
H 12.04 13.01 18.20
C 12.26 21.79 21.69
O 13.50 21.49 22.15
C 14.43 21.51 21.13
C 15.72 20.94 21.81
C 16.77 20.67 20.67
N 15.39 19.70 22.48
H 11.78 21.01 21.08
H 12.20 22.74 21.17
H 11.56 21.78 22.58
H 14.16 20.92 20.23
H 14.52 22.56 20.84
H 15.95 21.77 22.55
H 17.75 20.28 21.08
H 16.87 21.60 20.07
H 16.36 19.89 19.97
H 15.31 18.98 21.80
H 14.51 19.71 22.94
C 21.03 12.87 14.67
O 20.86 13.84 15.68
C 19.78 14.71 15.31
C 19.54 15.80 16.38
C 19.19 15.18 17.77
N 18.45 16.66 15.93
H 22.04 12.40 14.79
H 20.92 13.34 13.70
H 20.26 12.09 14.73
H 20.01 15.16 14.38
H 18.78 14.18 15.20
H 20.51 16.45 16.40
H 18.92 15.99 18.42
H 20.05 14.55 18.18
H 18.28 14.51 17.73
H 17.59 16.07 15.99
H 18.57 16.98 14.94
C 18.35 9.02 14.44
O 17.64 10.05 15.06
C 16.26 9.73 15.10
C 15.53 10.84 15.88
C 16.03 10.95 17.37
N 14.15 10.59 15.88
H 19.44 9.19 14.54
H 18.06 8.91 13.37
H 18.15 8.05 14.88
H 15.87 9.64 14.06
H 16.06 8.74 15.61
H 15.80 11.80 15.40
H 17.09 11.04 17.41
H 15.83 10.00 17.90
H 15.51 11.79 17.81
H 13.85 10.33 14.95
H 13.57 11.34 16.26
C 17.28 16.34 8.88
O 17.12 16.78 10.20
C 17.62 18.07 10.53
C 17.66 18.19 12.06
C 17.37 19.60 12.51
N 18.89 17.63 12.64
H 16.60 15.42 8.87
H 18.32 16.15 8.65
H 16.77 17.04 8.15
H 18.56 18.25 10.06
H 16.92 18.76 10.04
H 16.96 17.51 12.47
H 16.38 19.85 12.16
H 18.05 20.29 11.98
H 17.44 19.73 13.59
H 19.69 18.17 12.36
H 19.08 16.65 12.33
C 14.73 14.64 16.92
O 15.09 16.00 16.76
C 14.36 16.91 17.53
C 14.98 18.32 17.47
C 14.84 18.87 16.08
N 16.33 18.44 17.90
H 14.64 14.41 18.03
H 15.60 14.11 16.45
H 13.77 14.44 16.41
H 13.29 17.08 17.32
H 14.39 16.54 18.57
H 14.31 18.87 18.17
H 13.79 18.85 15.82
H 15.32 18.12 15.38
H 15.23 19.86 16.01
H 17.01 17.95 17.27
H 16.55 18.16 18.87
*
```

--- ii ---
# C48H132N12O12

12 unconnected molecules or ions with the total composition C48H132N12O12 (the ωB97M-V functional and the def2-TZVPD basis, OMol25).

E_HOMO, Ha: -0.33327
SMILES: COC[C@H](C)N.COC[C@H](C)N.COC[C@H](C)N.COC[C@H](C)N.COC[C@H](C)N.COC[C@H](C)N.COC[C@H](C)N.COC[C@H](C)N.COC[C@H](C)N.COC[C@H](C)N.COC[C@H](C)N.COC[C@H](C)N
Kohn-Sham gap, eV: 9.364

```
! wB97M-V def2-TZVPD RIJCOSX def2/J DEFGRID3
* xyz 0 1
C -21.16 -7.95 13.18
O -21.67 -9.26 13.12
C -21.61 -9.77 14.45
C -22.45 -11.07 14.55
C -23.96 -10.87 14.29
N -22.20 -11.63 15.85
H -21.06 -7.53 12.18
H -20.17 -7.97 13.63
H -21.73 -7.30 13.84
H -20.57 -10.05 14.67
H -21.94 -9.07 15.21
H -22.19 -11.83 13.81
H -24.44 -11.84 14.45
H -24.23 -10.53 13.29
H -24.40 -10.17 15.00
H -22.95 -12.19 16.22
H -21.34 -12.15 15.88
C -25.57 -9.05 7.47
O -25.64 -8.12 6.44
C -26.89 -7.50 6.35
C -28.03 -8.43 5.90
C -27.78 -9.13 4.49
N -29.27 -7.70 5.74
H -24.57 -9.45 7.61
H -26.13 -9.98 7.33
H -25.83 -8.68 8.46
H -27.11 -6.97 7.28
H -26.86 -6.67 5.65
H -28.16 -9.12 6.73
H -28.52 -9.92 4.36
H -26.77 -9.52 4.49
H -27.86 -8.40 3.69
H -29.64 -7.58 6.68
H -30.01 -8.16 5.24
C -15.93 -12.73 19.50
O -15.35 -14.01 19.43
C -14.04 -14.08 19.97
C -13.43 -15.56 19.87
C -14.29 -16.58 20.63
N -12.08 -15.63 20.38
H -16.07 -12.41 20.54
H -16.88 -12.69 18.96
H -15.26 -11.99 19.06
H -13.39 -13.45 19.36
H -14.10 -13.64 20.96
H -13.39 -15.79 18.80
H -14.34 -16.31 21.69
H -13.99 -17.63 20.64
H -15.31 -16.55 20.23
H -11.83 -16.59 20.53
H -12.00 -15.21 21.30
C -25.82 -18.99 12.50
O -26.77 -18.45 13.42
C -26.09 -17.90 14.47
C -25.12 -18.88 15.33
C -25.85 -20.09 15.84
N -24.59 -18.20 16.51
H -26.34 -19.58 11.75
H -25.24 -19.87 12.81
H -25.17 -18.23 12.05
H -25.47 -17.09 14.09
H -26.89 -17.54 15.11
H -24.35 -19.23 14.64
H -26.30 -20.69 15.05
H -26.70 -19.75 16.42
H -25.15 -20.65 16.47
H -25.33 -17.73 17.01
H -24.08 -17.47 16.06
C -26.73 1.33 13.52
O -25.59 0.63 12.95
C -24.49 1.43 12.50
C -23.56 0.58 11.67
C -22.84 -0.51 12.48
N -22.55 1.42 11.09
H -26.50 1.76 14.49
H -27.56 0.64 13.66
H -27.21 2.06 12.86
H -24.82 2.17 11.77
H -24.08 1.89 13.39
H -24.23 0.11 10.95
H -21.97 -0.93 11.98
H -23.55 -1.31 12.66
H -22.46 -0.15 13.44
H -22.10 0.98 10.30
H -22.98 2.21 10.63
C -20.18 -11.03 24.71
O -20.69 -9.99 23.80
C -21.47 -10.52 22.73
C -21.89 -9.28 21.88
C -22.72 -8.30 22.71
N -22.84 -9.67 20.87
H -19.27 -10.79 25.27
H -20.01 -11.97 24.18
H -21.01 -11.26 25.37
H -20.93 -11.24 22.12
H -22.35 -10.92 23.22
H -21.02 -8.75 21.49
H -22.17 -7.89 23.56
H -23.61 -8.72 23.17
H -23.11 -7.48 22.10
H -22.52 -10.23 20.09
H -23.08 -8.85 20.33
C -28.34 -17.08 21.65
O -28.13 -15.71 21.39
C -28.88 -15.24 20.27
C -28.31 -13.82 19.92
C -29.07 -13.27 18.65
N -26.92 -14.04 19.59
H -29.37 -17.29 21.94
H -27.77 -17.28 22.56
H -28.00 -17.72 20.83
H -28.76 -15.79 19.35
H -29.95 -15.26 20.49
H -28.38 -13.24 20.84
H -30.07 -12.87 18.84
H -29.20 -13.93 17.80
H -28.54 -12.37 18.33
H -26.49 -14.59 20.33
H -26.48 -13.13 19.65
C -22.12 -4.63 17.92
O -23.49 -4.99 17.70
C -24.34 -3.87 17.86
C -25.80 -4.24 17.66
C -26.11 -4.68 16.20
N -26.70 -3.12 17.89
H -21.79 -4.17 16.99
H -21.55 -5.55 18.02
H -21.98 -3.94 18.75
H -24.14 -3.39 18.82
H -24.14 -3.10 17.12
H -26.09 -5.07 18.31
H -25.51 -5.55 15.93
H -25.84 -3.89 15.50
H -27.14 -4.85 15.89
H -26.46 -2.35 17.28
H -26.34 -2.77 18.77
C -22.07 -14.16 7.64
O -22.67 -14.17 6.38
C -21.64 -14.48 5.41
C -22.20 -14.30 3.96
C -21.17 -14.45 2.84
N -22.68 -12.89 3.84
H -21.40 -15.00 7.80
H -22.81 -14.13 8.44
H -21.42 -13.30 7.79
H -20.76 -13.83 5.45
H -21.31 -15.51 5.52
H -23.03 -14.97 3.72
H -20.73 -15.45 2.90
H -20.31 -13.79 2.85
H -21.59 -14.35 1.84
H -23.36 -12.69 4.56
H -23.32 -12.80 3.06
C -31.75 -9.69 11.16
O -32.92 -9.95 10.39
C -33.62 -8.77 10.07
C -34.88 -9.06 9.23
C -35.77 -7.88 8.69
N -35.81 -9.85 10.05
H -31.40 -10.63 11.60
H -31.95 -8.96 11.94
H -30.96 -9.29 10.53
H -34.04 -8.41 11.02
H -33.00 -7.99 9.64
H -34.52 -9.70 8.43
H -36.70 -8.23 8.25
H -35.31 -7.25 7.93
H -36.10 -7.15 9.43
H -36.65 -9.95 9.49
H -35.31 -10.72 10.14
C -14.99 -19.47 14.55
O -15.81 -18.34 14.29
C -16.50 -17.93 15.43
C -17.74 -17.05 14.99
C -17.33 -15.82 14.13
N -18.56 -16.60 16.12
H -14.53 -19.68 13.59
H -15.57 -20.32 14.90
H -14.17 -19.34 15.26
H -17.04 -18.64 16.06
H -15.84 -17.40 16.11
H -18.39 -17.57 14.29
H -18.03 -15.00 14.04
H -17.15 -16.28 13.15
H -16.43 -15.38 14.55
H -17.84 -16.07 16.59
H -18.67 -17.41 16.71
C -20.05 -2.69 6.99
O -19.25 -1.59 7.44
C -18.03 -1.48 6.77
C -17.27 -0.31 7.43
C -16.02 0.10 6.63
N -16.89 -0.78 8.73
H -19.46 -3.60 6.92
H -20.64 -2.47 6.10
H -20.77 -2.90 7.78
H -17.37 -2.34 6.76
H -18.29 -1.18 5.75
H -17.88 0.57 7.64
H -15.40 0.80 7.19
H -16.20 0.55 5.65
H -15.52 -0.77 6.20
H -17.58 -1.44 9.06
H -16.09 -1.39 8.61
*
```

Most stable to least stable: i, ii